1.
Formula: C5H10N2O
Source: OMol25
Level of theory: ωB97M-V/def2-TZVPD

Calculated values
* 2S+1: 1
* relative energy (zero: lowest compared OMol25 entry of this formula, charge and spin): 359.9 kJ/mol
* gap between HOMO and LUMO: 0.3439 hartree

Geometry as XYZ:
```
18
Properties=species:S:1:pos:R:3:lowdin_charge:R:1
H -0.274 0.995 0.439 0.11
H -3.043 0.219 1.436 0.06
H -1.478 0.405 -0.711 0.10
N 1.130 -0.567 -1.947 -0.08
H 0.632 1.219 -2.382 0.07
N -0.786 -1.039 0.730 0.02
H 2.948 0.063 -1.060 0.12
C 0.450 -1.293 0.939 -0.17
C 1.688 -0.594 0.430 -0.09
H 2.534 -0.417 1.104 0.10
H -1.711 0.996 2.265 0.07
C -1.165 0.339 0.324 -0.30
O 0.915 0.461 -2.883 -0.04
C -2.191 0.847 1.319 -0.10
H -2.541 1.798 0.948 0.07
C 1.941 -0.314 -0.846 -0.16
H 0.230 -0.975 -1.683 0.12
H 0.721 -2.143 1.579 0.10
```



2.
Formula: C43H52As2Br2ClGe2HfO4
Source: OMol25
Level of theory: ωB97M-V/def2-TZVPD

Calculated values
* 2S+1: 1
* relative energy (zero: lowest compared OMol25 entry of this formula, charge and spin): 199.8 kJ/mol
* total charge: +3
* gap between HOMO and LUMO (spin up / spin down): 0.1266 / 0.1041 hartree

Geometry as XYZ:
```
107
Properties=species:S:1:pos:R:3:lowdin_charge:R:1
H -5.680 -3.368 -0.911 0.09
H 6.618 2.241 1.168 0.12
H 3.888 -1.017 -1.375 0.10
H 2.427 -1.752 2.883 0.07
C 0.189 -3.085 1.657 -0.20
H 4.318 2.883 0.385 0.11
H -4.447 -2.160 -0.896 0.05
H -3.556 -4.494 -0.360 0.08
H 3.356 -0.782 1.641 0.03
H -2.032 -2.079 4.373 0.09
H -4.699 -4.690 0.921 0.09
H -4.042 5.026 -4.015 0.13
H -1.084 8.302 0.513 0.13
H -1.822 1.486 -4.984 0.12
C -1.062 -7.229 2.966 -0.03
C -1.128 4.917 0.528 -0.44
C -1.474 5.737 2.678 -0.05
C 5.732 -0.582 -0.474 -0.04
C -3.035 -1.642 4.175 -0.14
H 4.147 -2.843 0.664 0.03
C 2.135 3.287 -1.764 -0.38
Br -3.626 1.903 1.638 1.06
H -1.512 3.686 2.220 0.04
H 0.251 -4.331 -1.486 0.08
H -3.671 1.921 -0.835 -0.01
H -0.558 -8.197 2.748 0.14
C -1.043 -3.569 1.824 -0.34
H -2.286 -8.079 4.453 0.12
C 6.526 0.329 0.249 -0.01
H -1.628 7.855 2.898 0.11
C 1.780 -2.739 -1.018 -0.34
C -2.066 -7.160 3.932 -0.04
C 2.440 -0.277 -5.715 -0.05
As 2.195 1.340 -1.310 1.24
C 5.980 1.575 0.587 -0.06
H 1.128 5.054 -1.446 0.08
H 1.662 3.244 -2.754 0.07
H 4.550 -2.780 2.332 0.09
H 2.296 -2.023 -1.646 0.00
C 1.268 4.132 -0.908 -0.44
C -2.020 2.309 -4.325 -0.04
H 0.047 -2.738 -2.514 0.05
H -4.963 3.021 -0.163 0.07
C -1.398 7.059 2.255 -0.01
H -3.712 -2.207 4.835 0.09
C 2.815 -1.693 1.843 -0.39
H 1.697 4.493 0.020 0.09
C 3.716 -2.893 1.627 -0.16
C -0.948 6.226 0.064 -0.10
H -2.724 -3.841 3.845 0.05
H 0.641 -0.803 -2.880 0.06
H -1.700 5.479 3.724 0.13
C -3.007 3.271 -4.611 -0.04
H 2.442 -0.646 -6.735 0.12
H -3.049 -0.784 2.160 -0.05
H -0.534 1.699 -3.080 0.06
H 1.012 -3.642 2.097 0.07
Br -1.973 -0.643 -0.384 0.24
C -3.315 4.267 -3.716 -0.08
H 4.128 1.054 -5.919 0.13
H -0.793 6.378 -0.992 0.11
C 4.444 -0.257 -0.813 -0.16
C 2.325 0.596 -3.031 -0.43
H 2.537 -3.504 -0.770 0.07
C -1.117 7.300 0.910 -0.02
C 0.725 -3.421 -1.953 -0.16
O -0.203 0.467 2.412 -0.52
C -3.483 -1.651 2.686 -0.35
H -4.562 -1.532 2.586 0.07
C 4.719 1.876 0.177 -0.10
Ge -2.861 -3.088 1.562 1.09
O 1.203 2.087 1.710 -0.49
C -1.257 -4.852 2.575 -0.26
H 6.146 -1.543 -0.627 0.11
H 0.757 -1.576 -5.135 0.12
C -2.586 4.414 -2.559 -0.10
C -2.717 -5.946 4.132 -0.04
H 1.244 -3.852 -2.782 0.06
O 1.871 0.618 3.539 -0.16
O 0.361 2.441 3.872 -0.19
Ge 1.207 -1.781 0.669 0.80
C 1.441 -0.750 -4.865 -0.06
H 3.203 -3.845 1.905 0.09
C -4.977 -2.894 -0.216 -0.18
C -1.311 2.425 -3.160 -0.15
H 3.166 3.697 -1.824 0.11
H -3.062 -0.650 4.577 0.06
Hf -0.106 0.838 0.456 0.82
C 3.218 1.106 -3.944 -0.11
H -0.068 -6.216 1.412 0.10
H 3.908 1.785 -3.524 0.10
C 3.942 0.970 -0.553 -0.39
C -0.712 -6.096 2.227 0.00
C 3.320 0.705 -5.267 -0.03
H -5.554 -2.405 0.545 0.06
H 7.500 0.038 0.502 0.10
H -3.536 -5.822 4.900 0.14
C -1.330 4.670 1.825 -0.19
C -2.295 -4.774 3.527 -0.11
As -0.522 3.538 -0.588 1.21
C -1.511 3.503 -2.288 -0.35
Cl 0.853 1.404 3.024 0.79
H -3.629 3.222 -5.498 0.12
C -4.096 -3.967 0.401 -0.31
C 1.375 -0.336 -3.522 -0.13
H -2.644 5.292 -1.909 0.10
C -4.121 2.361 0.012 -0.26
```



3.
Formula: C13H27LiO13
Source: OMol25
Level of theory: ωB97M-V/def2-TZVPD

Calculated values
* ⟨S²⟩: 0.754
* 2S+1: 2
* total charge: +1
* gap between HOMO and LUMO (spin up / spin down): 0.4345 / 0.3150 hartree

Geometry as XYZ:
```
54
Properties=species:S:1:pos:R:3:mulliken_spin:R:1
O -1.593 -3.356 1.437 0.00
H -1.303 0.064 -4.865 0.00
H 4.277 -0.073 0.178 0.06
O 1.217 0.929 1.816 0.00
C -1.002 0.116 -3.819 0.00
H 2.834 -1.026 3.449 0.00
O -0.332 1.399 3.340 0.00
H -0.559 1.111 -3.787 0.00
H -1.865 1.090 1.982 0.00
H 4.213 -1.625 -0.529 0.06
O 0.766 2.075 -0.994 0.00
H -2.813 -3.019 2.929 0.00
H -0.850 3.755 -0.001 0.00
C 0.563 2.861 -1.919 0.00
C 0.457 -3.318 -1.286 0.00
H 0.458 -2.472 -1.973 -0.01
H 0.455 -4.227 -1.888 0.00
O -3.289 -0.173 -1.301 0.00
H 2.814 1.764 -4.109 0.00
O 1.396 0.432 4.129 0.00
C -2.037 -0.146 -1.757 0.00
H 3.138 -1.318 0.749 -0.01
H -4.546 -0.354 0.361 0.00
O -2.130 -0.044 -3.041 0.00
H 1.744 0.851 -3.293 0.00
O -0.405 3.782 -2.020 0.00
C 3.569 -0.841 -0.132 -0.02
H -0.395 -0.773 -3.650 0.00
C -1.310 1.945 2.368 0.00
H -2.788 -0.071 0.685 0.00
C -0.690 -2.763 0.661 0.00
H 3.008 1.804 -2.384 0.00
H -1.319 -3.670 3.540 0.00
H -1.993 2.958 -0.925 0.00
H -1.967 2.655 2.870 0.00
C 2.695 -0.230 4.181 0.00
C -1.368 3.851 -0.955 0.00
H 1.399 -3.221 -0.746 0.00
O -0.672 -3.534 -0.387 0.00
C 2.256 1.805 -3.173 0.00
H -3.448 -1.621 0.206 0.00
O 2.601 -0.491 -1.083 0.89
Li 0.758 -0.148 -0.034 0.01
H -1.435 -2.006 3.140 0.00
C 0.852 0.908 2.967 0.00
O -0.932 -0.298 -1.179 0.01
H 3.456 0.510 3.932 0.00
H -1.957 4.766 -0.999 0.00
C -1.732 -2.995 2.790 0.00
H -0.864 2.425 1.497 0.00
O 0.028 -1.781 0.881 0.00
H 2.860 -0.551 5.210 0.00
O 1.305 2.836 -3.108 0.00
C -3.523 -0.547 0.037 0.00
```



4.
Formula: C2H3ClNOP
Source: OMol25
Level of theory: ωB97M-V/def2-TZVPD

Calculated values
* 2S+1: 1
* relative energy (zero: lowest compared OMol25 entry of this formula, charge and spin): 246.8 kJ/mol
* gap between HOMO and LUMO: 0.3587 hartree

Geometry as XYZ:
```
9
Properties=species:S:1:pos:R:3:lowdin_charge:R:1
Cl 0.049 2.371 -0.020 0.42
P -0.266 0.497 0.426 0.38
O -1.970 0.165 1.187 -0.52
N 2.041 -0.281 2.027 0.14
H -0.571 -1.515 -0.712 0.06
C 1.146 0.049 1.399 -0.36
H 0.756 -0.612 -1.516 0.06
C -0.223 -0.543 -1.052 -0.23
H -0.961 -0.131 -1.739 0.06
```



5.
Formula: C4H12
Source: OMol25
Level of theory: ωB97M-V/def2-TZVPD

Calculated values
* ⟨S²⟩: 0.753
* 2S+1: 2
* relative energy (zero: lowest compared OMol25 entry of this formula, charge and spin): 122.0 kJ/mol
* total charge: +1
* gap between HOMO and LUMO (spin up / spin down): 0.4731 / 0.1387 hartree

Geometry as XYZ:
```
16
Properties=species:S:1:pos:R:3:mulliken_spin:R:1
H 1.909 0.014 1.225 0.03
H -2.576 -0.803 -1.971 0.11
C 1.903 0.993 1.663 0.03
H -1.055 -0.819 -0.013 0.18
H -0.125 1.182 0.814 0.04
C -0.660 -1.280 -0.977 0.14
H 2.866 1.492 1.285 0.02
H -0.245 -2.115 -0.461 0.10
C 0.604 1.772 1.291 0.09
H 0.652 2.572 0.586 0.01
H 0.048 -0.688 -1.377 0.00
H 1.997 0.809 2.692 0.00
H -2.235 -2.490 -1.869 0.04
C -1.728 -1.464 -1.966 0.13
H 0.022 2.230 2.196 0.01
H -1.377 -1.406 -3.116 0.06
```



6.
Formula: C14H22ClF3NO7Se2W
Source: OMol25
Level of theory: ωB97M-V/def2-TZVPD

Calculated values
* 2S+1: 1
* relative energy (zero: lowest compared OMol25 entry of this formula, charge and spin): 304.4 kJ/mol
* total charge: +1
* gap between HOMO and LUMO: 0.2410 hartree

Geometry as XYZ:
```
51
Properties=species:S:1:pos:R:3:lowdin_charge:R:1
C 2.297 0.728 2.242 -0.37
C 1.733 1.812 4.381 -0.21
H -2.423 -3.466 0.494 0.12
H 2.622 1.453 4.911 0.14
W -0.121 -0.961 -0.350 1.49
H 2.291 1.664 1.676 0.10
H 2.865 3.160 3.518 0.10
H -0.673 3.064 -5.575 0.10
O 2.082 -1.548 -2.171 -0.47
O 1.067 -1.658 -4.322 -0.34
H 2.201 -0.904 4.375 0.14
O 0.536 -1.622 3.484 -0.09
H 0.047 2.268 2.505 0.08
O -0.649 1.266 -1.758 -0.12
C 0.332 -3.837 -1.292 -0.04
H -2.326 0.793 -3.864 0.10
C -0.668 3.482 -4.569 -0.03
H 1.880 -3.124 0.100 0.08
H -0.159 -2.865 1.800 0.10
C -0.276 -2.893 0.725 -0.33
C -1.058 -4.009 -1.141 -0.04
C 1.188 -0.561 4.150 -0.20
C -2.458 -0.893 -0.665 -0.75
C -0.316 2.103 -2.598 -0.30
Cl 1.141 -0.943 -3.092 1.01
C -0.076 1.233 2.831 -0.44
H 0.914 -4.115 -2.157 0.13
H -0.803 1.237 3.647 0.08
C 1.263 0.748 3.353 -0.54
H -0.410 -1.571 3.649 0.09
F -2.799 -1.638 -1.724 0.08
O 1.955 3.087 3.820 -0.03
H -1.723 -4.436 -1.874 0.13
H 0.707 -0.349 5.110 0.14
H -1.331 4.347 -4.540 0.10
H 0.342 3.805 -4.327 0.09
Se -1.178 0.473 1.402 0.93
C -1.434 -3.461 0.069 -0.07
F -3.189 -1.356 0.366 0.02
H -3.018 2.072 -2.860 0.10
O 1.316 0.335 -0.388 -0.77
C 0.837 -3.189 -0.163 -0.26
H 0.939 1.938 5.119 0.14
O -0.339 -1.265 -2.335 -0.58
N -1.096 2.481 -3.607 -0.17
H 0.660 2.611 -2.577 0.15
H 3.308 0.593 2.643 0.09
Se 2.243 -0.586 0.845 1.20
H -2.895 2.300 -4.619 0.09
F -2.933 0.323 -0.905 0.05
C -2.414 1.873 -3.743 -0.01
```